This record from the OMol25 dataset describes C5H7N as an isolated structure. The level of theory is ωB97M-V/def2-TZVPD.

The LUMO energy comes out at 0.038 Ha. The value obtained for the relative energy (zero: lowest compared OMol25 entry of this formula, charge and spin) is 131.7 kcal/mol. Its max |F| is 0.5 eV Å⁻¹. Its HOMO-LUMO gap is 9.5 eV. The net charge is 0.

Positions of all 13 atoms, in Å:
C: -0.4186 -0.3281 0.9999
H: -0.4296 -0.6908 2.0264
N: 0.3050 0.9338 0.5658
C: -0.8915 1.0999 -0.3169
H: 2.1322 -0.1071 0.3927
H: -1.5834 1.8131 0.1490
C: -1.5274 -0.2498 0.0227
C: 1.2374 0.0745 -0.2093
H: -0.6972 1.4152 -1.3495
H: 1.5321 0.4677 -1.1887
C: 0.2729 -1.1162 -0.1443
H: 0.5583 -2.1523 0.0272
H: -0.4901 -1.1600 -0.9751

This record from the OMol25 dataset describes one molecule with the formula C5H7N in a non-equilibrium geometry. The level of theory is ωB97M-V/def2-TZVPD.

The LUMO energy comes out at 0.040 Ha. The value obtained for the relative energy (zero: lowest compared OMol25 entry of this formula, charge and spin) is 108.0 kcal/mol. Its max |F| is 8.2 eV Å⁻¹. Its HOMO-LUMO gap is 10.7 eV. The net charge is 0.

Positions of all 13 atoms, in Å:
H: 0.5581 0.2771 -2.0805
H: 2.0410 -1.0009 1.3699
H: -0.9480 -0.4398 -1.7178
H: -1.5145 2.9095 0.4058
C: -0.1704 -1.2074 0.7116
H: 0.8221 0.5734 1.0025
H: -0.9928 -0.6602 0.7433
C: -0.4605 1.1129 -0.5119
C: -0.0729 0.0407 -1.2653
N: 0.7531 -1.0102 -0.4687
H: -0.2622 -2.2738 0.9963
C: 1.1384 -0.4807 0.8092
C: -0.8915 2.1594 0.0056

This record from the OMol25 dataset describes one molecule with the formula C5H7N in a non-equilibrium geometry. The level of theory is ωB97M-V/def2-TZVPD.

The LUMO energy comes out at 0.034 Ha. The value obtained for the relative energy (zero: lowest compared OMol25 entry of this formula, charge and spin) is 88.3 kcal/mol. Its max |F| is 6.1 eV Å⁻¹. Its HOMO-LUMO gap is 9.8 eV. The net charge is 0.

Positions of all 13 atoms, in Å:
H: -1.3288 1.5696 -0.6680
H: -2.2881 0.5202 0.4207
C: -0.2096 0.0078 0.0986
C: 0.7690 0.8675 0.7867
H: 0.0952 -3.1293 0.2656
C: 0.6540 -1.0921 -0.1176
C: -1.5315 0.4204 -0.4058
N: 0.8790 -2.4266 -0.1127
H: 1.1624 0.4814 1.7625
C: 1.2573 0.1807 -0.4461
H: -2.0399 -0.0775 -1.2603
H: 0.7621 1.9739 0.8947
H: 1.8188 0.7042 -1.2183

This record from the OMol25 dataset describes one molecule with the formula C5H7N in a non-equilibrium geometry. The level of theory is ωB97M-V/def2-TZVPD.

The LUMO energy comes out at 0.022 Ha. The value obtained for the relative energy (zero: lowest compared OMol25 entry of this formula, charge and spin) is 44.1 kcal/mol. Its max |F| is 1.3 eV Å⁻¹. Its HOMO-LUMO gap is 9.4 eV. The net charge is 0.

Positions of all 13 atoms, in Å:
H: 0.4830 2.1168 0.9652
H: -0.6191 1.2338 -1.2846
C: -0.2351 0.5515 -0.5179
C: -0.0280 -1.6406 0.0394
H: 0.4107 0.4343 1.4767
H: 1.8539 0.2645 -1.5098
C: -0.9770 -0.7475 -0.2704
C: 1.1329 -0.0407 -0.7672
N: 1.3017 -1.1735 -0.1952
C: -0.1120 1.2014 0.9018
H: -0.0797 -2.7071 0.1692
H: -1.0988 1.4014 1.3340
H: -2.0461 -0.9024 -0.3291

This record from the OMol25 dataset describes one molecule with the formula C5H7N. The level of theory is ωB97M-V/def2-TZVPD.

The LUMO energy comes out at 0.035 Ha. The value obtained for the relative energy (zero: lowest compared OMol25 entry of this formula, charge and spin) is 87.2 kcal/mol. Its max |F| is 0.8 eV Å⁻¹. Its HOMO-LUMO gap is 9.7 eV. The net charge is 0.

Positions of all 13 atoms, in Å:
C: -0.1248 -0.4313 -0.8611
H: 1.5366 0.7852 -1.4224
H: 2.4336 -1.7154 -0.1484
H: -2.6177 0.2569 1.0518
C: -1.2328 -0.0817 -0.5216
C: 1.6293 -0.0150 0.6581
N: 2.4925 -0.7115 -0.2802
H: -2.4972 1.5444 -0.1497
H: 1.8455 0.9452 1.1034
C: -2.4918 0.4546 -0.0196
H: -3.3399 0.0357 -0.5604
C: 1.2841 -0.0552 -0.7790
H: 0.9936 -0.6583 1.2648

This record from the OMol25 dataset describes a 2-piece molecular cluster, C5H7N overall in a non-equilibrium geometry. The level of theory is ωB97M-V/def2-TZVPD.

The LUMO energy comes out at 0.033 Ha. The value obtained for the relative energy (zero: lowest compared OMol25 entry of this formula, charge and spin) is 106.2 kcal/mol. Its max |F| is 3.9 eV Å⁻¹. Its HOMO-LUMO gap is 9.7 eV. The net charge is 0.

Positions of all 13 atoms, in Å:
N: 0.3768 0.2162 -0.3992
H: -0.8965 1.7475 -0.7569
C: -2.8595 -0.7273 0.2294
C: 2.5425 -0.8975 0.3386
C: 1.3734 -0.3777 0.0392
H: -3.4721 -0.6518 1.0814
C: -0.1005 1.5106 -0.1039
H: -1.2372 -0.9613 -1.3137
H: 0.6856 2.3026 -0.1906
C: -1.9111 -1.0249 -0.4583
H: 2.6954 -1.6883 1.1274
H: 3.2148 -1.0434 -0.5055
H: -0.4116 1.5953 0.9121

This record from the OMol25 dataset describes one molecule with the formula C5H7N in a non-equilibrium geometry. The level of theory is ωB97M-V/def2-TZVPD.

The LUMO energy (spin up / spin down) comes out at 0.028 / 0.029 Ha. The value obtained for the relative energy (zero: lowest compared OMol25 entry of this formula, charge and spin) is 156.1 kcal/mol. Its max |F| is 1.1 eV Å⁻¹. Its HOMO-LUMO gap (spin up / spin down) is 8.0 / 7.8 eV. The net charge is 0.

Positions of all 13 atoms, in Å:
C: 1.2591 -0.5062 -0.0875
H: -2.1057 0.3106 0.3459
H: 1.1774 0.7176 1.8726
H: 1.4613 -1.5215 0.2806
C: -0.1431 -0.1295 -0.9336
H: -0.4974 2.1003 -0.1204
H: -0.0126 -0.1301 -2.0139
C: 0.9662 0.5783 0.8214
C: -0.1977 1.0659 0.0699
H: 1.9623 -0.2548 -0.8869
N: -1.1164 0.2332 0.8960
C: -1.2371 -0.7111 -0.2003
H: -1.5165 -1.7526 -0.0439

This record from the OMol25 dataset describes one molecule with the formula C5H7N in a non-equilibrium geometry. The level of theory is ωB97M-V/def2-TZVPD.

The LUMO energy comes out at 0.032 Ha. The value obtained for the relative energy (zero: lowest compared OMol25 entry of this formula, charge and spin) is 46.8 kcal/mol. Its max |F| is 1.2 eV Å⁻¹. Its HOMO-LUMO gap is 10.7 eV. The net charge is 0.

Positions of all 13 atoms, in Å:
H: 2.0248 0.7214 0.3468
C: -0.4519 -1.3014 0.2996
C: -0.5651 -0.1350 1.1927
H: 0.2470 -2.1197 0.3954
C: -0.8752 0.1355 -1.4072
C: -0.0612 0.1456 -0.2074
H: -1.5068 0.2297 1.5852
H: 0.2671 -0.0916 1.8914
H: -1.4137 -1.6134 -0.1180
N: -1.3849 -0.2144 -2.3893
H: 0.9305 2.0536 0.0327
H: 1.5876 1.1527 -1.3200
C: 1.2019 1.0370 -0.3020

This record from the OMol25 dataset describes one molecule with the formula C5H7N. The level of theory is ωB97M-V/def2-TZVPD.

The LUMO energy comes out at -0.007 Ha. The value obtained for the relative energy (zero: lowest compared OMol25 entry of this formula, charge and spin) is 92.3 kcal/mol. Its max |F| is 0.9 eV Å⁻¹. Its HOMO-LUMO gap is 8.4 eV. The net charge is 0.

Positions of all 13 atoms, in Å:
C: 0.4545 2.0208 -0.2195
H: -2.4709 -0.4960 0.5114
C: -1.5236 -0.9991 0.2984
H: -1.8161 -1.9143 -0.2560
C: -0.7523 -0.3526 -0.7747
N: -0.0345 3.0148 -0.5461
H: 1.2846 -0.4971 -1.4972
H: 2.1803 0.9290 0.1999
H: 0.8398 0.6548 1.3050
C: 0.7205 -0.4874 -0.5586
H: -1.0180 -1.3137 1.2301
C: 1.0982 0.7837 0.2488
H: 1.0375 -1.3429 0.0585

This record from the OMol25 dataset describes one molecule with the formula C5H7N in a non-equilibrium geometry. The level of theory is ωB97M-V/def2-TZVPD.

The LUMO energy comes out at 0.035 Ha. The value obtained for the relative energy (zero: lowest compared OMol25 entry of this formula, charge and spin) is 66.7 kcal/mol. Its max |F| is 3.9 eV Å⁻¹. Its HOMO-LUMO gap is 11.1 eV. The net charge is 0.

Positions of all 13 atoms, in Å:
H: 0.7380 0.9505 1.7961
H: 1.6264 -0.3285 -0.4089
C: 0.6263 -0.4364 -0.0697
H: 0.1382 -1.6482 -1.7858
H: -1.1365 1.7119 -0.5012
C: 0.2888 0.8143 0.7740
N: 0.5458 -1.3675 0.9368
H: -1.1010 -1.0774 -0.8613
C: -0.6987 1.6936 0.4380
H: -0.2056 -0.1225 -1.9961
C: -0.1746 -0.8405 -1.2813
C: 0.4143 -1.8595 1.9661
H: -1.0614 2.5102 0.9933

This record from the OMol25 dataset describes C5H7N as an isolated structure. The level of theory is ωB97M-V/def2-TZVPD.

The LUMO energy comes out at 0.036 Ha. The value obtained for the relative energy (zero: lowest compared OMol25 entry of this formula, charge and spin) is 80.0 kcal/mol. Its max |F| is 0.9 eV Å⁻¹. Its HOMO-LUMO gap is 11.8 eV. The net charge is 0.

Positions of all 13 atoms, in Å:
H: -1.9696 0.6357 0.8601
H: 0.3657 1.5062 0.8409
C: -1.2907 0.3019 0.0731
N: 2.4402 0.1092 0.1094
C: 0.7033 -0.2661 -0.3998
C: -0.4355 -0.9480 0.3638
H: 0.6911 -0.4876 -1.4646
H: -0.7509 -1.9262 -0.0041
C: 2.1827 -1.0516 0.0441
H: -0.1995 -1.0212 1.4276
H: 0.0922 1.8509 -0.8843
C: 0.0266 1.0868 -0.1075
H: -1.8555 0.2099 -0.8587

This record from the OMol25 dataset describes a 2-piece molecular cluster, C5H7N overall in a non-equilibrium geometry. The level of theory is ωB97M-V/def2-TZVPD.

The LUMO energy (spin up / spin down) comes out at 0.008 / 0.007 Ha. The value obtained for the relative energy (zero: lowest compared OMol25 entry of this formula, charge and spin) is 187.5 kcal/mol. Its max |F| is 5.0 eV Å⁻¹. Its HOMO-LUMO gap (spin up / spin down) is 7.5 / 7.5 eV. The net charge is 0.

Positions of all 13 atoms, in Å:
H: -1.6624 -1.6379 0.6573
C: -0.3952 -0.0104 -0.2677
C: 2.6676 0.5884 0.3413
N: 2.4795 -0.5446 0.9159
H: 3.3326 1.0988 -0.1873
C: 1.4322 0.3897 0.9986
H: -2.0772 1.2235 0.3329
C: -0.8203 -1.4391 0.0211
H: -1.6573 0.8788 -1.4074
C: -1.2793 1.1005 -0.3509
H: -0.9690 2.0749 -0.5292
H: -1.0550 -1.7818 -1.0403
H: 0.0037 -1.9410 0.5157

This record from the OMol25 dataset describes one molecule with the formula C5H7N in a non-equilibrium geometry. The level of theory is ωB97M-V/def2-TZVPD.

The LUMO energy comes out at 0.033 Ha. The value obtained for the relative energy (zero: lowest compared OMol25 entry of this formula, charge and spin) is 64.3 kcal/mol. Its max |F| is 3.9 eV Å⁻¹. Its HOMO-LUMO gap is 10.8 eV. The net charge is 0.

Positions of all 13 atoms, in Å:
H: 1.6005 -0.0420 0.9974
C: -0.3826 0.4433 0.4674
N: -2.5313 -0.1898 -0.0338
H: -0.8264 -0.0173 1.4018
C: -1.5409 0.4845 -0.6651
H: -1.1330 0.0166 -1.5866
H: -1.8523 1.5872 -0.8239
H: 0.7905 -1.8938 -1.3735
C: 1.2174 -1.3381 -0.5842
C: 0.8707 -0.3388 0.2433
H: 2.2501 -1.6591 -0.4584
C: -3.2182 -0.9080 0.5477
H: -0.1893 1.4942 0.7195

This record from the OMol25 dataset describes a 2-piece molecular cluster, C5H7N overall in a non-equilibrium geometry. The level of theory is ωB97M-V/def2-TZVPD.

The LUMO energy (spin up / spin down) comes out at 0.000 / 0.000 Ha. The value obtained for the relative energy (zero: lowest compared OMol25 entry of this formula, charge and spin) is 152.5 kcal/mol. Its max |F| is 3.1 eV Å⁻¹. Its HOMO-LUMO gap (spin up / spin down) is 8.5 / 8.5 eV. The net charge is 0.

Positions of all 13 atoms, in Å:
H: -2.5674 -1.9005 0.2094
C: -0.9129 -0.5669 0.7096
H: 3.2275 1.7512 0.0567
H: -0.0935 -0.9377 1.2836
H: -1.4687 -1.5635 -1.1585
N: -2.6428 0.0667 -0.5293
C: -1.8640 -1.1842 -0.2158
C: 2.6973 0.8300 -0.1564
H: 1.8209 0.7681 0.4732
C: -1.4370 0.6569 0.6039
H: 2.3928 0.8243 -1.1959
C: -2.5027 1.2671 -0.1138
H: 3.3504 -0.0117 0.0334

This record from the OMol25 dataset describes one molecule with the formula C5H7N in a non-equilibrium geometry. The level of theory is ωB97M-V/def2-TZVPD.

The LUMO energy (spin up / spin down) comes out at 0.035 / -0.088 Ha. The value obtained for the relative energy (zero: lowest compared OMol25 entry of this formula, charge and spin) is 57.4 kcal/mol. Its max |F| is 12.4 eV Å⁻¹. Its HOMO-LUMO gap (spin up / spin down) is 6.4 / 8.8 eV. The net charge is 0. Its spin multiplicity is 3.

Positions of all 13 atoms, in Å:
C: -0.2653 0.0318 -0.2858
N: -2.6229 -0.0363 0.0036
H: 2.8900 -0.0771 0.2001
H: 0.9332 0.3105 1.4803
H: -1.3916 1.1607 1.2093
C: 0.8794 0.0647 0.3407
C: -1.5237 0.7828 0.1196
H: -0.1684 -0.3035 -1.2566
H: -1.5501 1.6552 -0.6994
H: 2.0358 -1.5478 0.3854
H: 2.2362 -0.7112 -1.2445
C: -3.5398 -0.7021 -0.1496
C: 2.0872 -0.6277 -0.1033

This record from the OMol25 dataset describes C5H7N2 as an isolated structure in a non-equilibrium geometry. The level of theory is ωB97M-V/def2-TZVPD.

The LUMO energy comes out at -0.165 Ha. The value obtained for the relative energy (zero: lowest compared OMol25 entry of this formula, charge and spin) is 91.0 kcal/mol. Its max |F| is 4.5 eV Å⁻¹. Its HOMO-LUMO gap is 10.0 eV. The net charge is +1.

Positions of all 14 atoms, in Å:
H: 0.6141 -1.9326 0.1363
H: -0.7518 -0.3360 1.9356
C: -1.7508 -0.1915 -0.0196
C: 0.0534 -1.1112 -0.0979
N: 0.3618 1.1445 0.7687
C: 1.3633 1.0713 -0.0601
H: 2.2139 0.1701 -1.4873
H: -2.7461 0.1773 0.1136
C: -0.4597 -0.1336 0.8578
H: 0.1829 1.7716 1.5299
C: -1.2185 -1.0508 -0.8359
N: 1.5773 0.0066 -0.7278
H: 2.0357 1.9352 -0.2996
H: -1.4753 -1.5208 -1.8137

This record from the OMol25 dataset describes a 2-piece molecular cluster, C5H7N2O2 overall in a non-equilibrium geometry. The level of theory is ωB97M-V/def2-TZVPD.

The LUMO energy (spin up / spin down) comes out at -0.201 / -0.201 Ha. The value obtained for the relative energy (zero: lowest compared OMol25 entry of this formula, charge and spin) is 102.5 kcal/mol. Its max |F| is 4.6 eV Å⁻¹. Its HOMO-LUMO gap (spin up / spin down) is 7.3 / 7.3 eV. The net charge is +1.

Positions of all 16 atoms, in Å:
C: 1.4978 0.1807 -0.2355
H: 0.3404 2.6757 0.0160
C: -3.0266 -0.0786 0.0297
C: -0.2217 1.8732 0.5447
N: 0.2763 -1.6547 -0.0572
C: 1.5141 -1.1791 -0.3858
C: -0.5493 -0.5841 0.2495
N: 0.2077 0.5073 0.1684
H: -1.2988 1.9084 0.2587
H: 0.0068 -2.6586 -0.3538
H: -3.5650 -0.1028 1.0043
H: 2.3619 0.8594 -0.2729
H: 3.2975 -1.6532 -0.5333
O: -3.3306 -0.1066 -1.0599
O: 2.5202 -1.9060 -0.9129
H: -0.0304 1.9192 1.5400